# 1
# C3H6N2

C3H6N2 in the gas phase at a distorted geometry (ωB97M-V with the def2-TZVPD basis set, OMol25).

multiplicity	1
M	70.1	g mol⁻¹
E_LUMO	0.953	eV
SMILES	[H]/N=C(\N)C=C
HOMO level	-8.910	eV
energy relative to the best compared isomer or geometry (same formula, charge and spin)	27.67	kcal per mole

Last columns: bonded neighbours and bond lengths (Å).
Element x y z (Å)
1 H 1.417 1.832 0.145  N2 1.024
2 N 0.482 1.502 -0.113  H1 1.024, C3 1.289
3 C 0.536 0.214 -0.127  N2 1.289, N4 1.341, C5 1.445
4 N 1.619 -0.558 0.047  C3 1.341, H7 1.056, H8 0.995
5 C -0.695 -0.542 -0.160  C3 1.445, C6 1.377, H9 1.089
6 C -1.887 0.131 -0.006  C5 1.377, H10 1.130, H11 1.095
7 H 1.446 -1.578 -0.159  N4 1.056
8 H 2.538 -0.179 0.092  N4 0.995
9 H -0.774 -1.626 -0.093  C5 1.089
10 H -2.863 -0.403 0.189  C6 1.130
11 H -1.819 1.207 0.185  C6 1.095

These are the Mulliken partial charges, in e, on atoms 1 to 5: 0.180 -0.662 0.734 -0.419 -0.327

# 2
# C3H6N2

C3H6N2 in the gas phase at a distorted geometry (ωB97M-V with the def2-TZVPD basis set, OMol25).

multiplicity	1
M	70.1	g mol⁻¹
E_LUMO	0.869	eV
SMILES	C=N/N=C\C
HOMO level	-9.143	eV
energy relative to the best compared isomer or geometry (same formula, charge and spin)	55.92	kcal per mole

Last columns: bonded neighbours and bond lengths (Å).
Element x y z (Å)
1 C -1.133 -2.037 -0.551  N2 1.270, H6 1.064, H7 1.102
2 N -0.704 -0.848 -0.435  C1 1.270, N3 1.425
3 N 0.589 -0.778 0.162  N2 1.425, C4 1.275
4 C 1.008 0.406 0.378  N3 1.275, C5 1.485, H8 1.115
5 C 0.322 1.716 0.236  C4 1.485, H9 1.162, H10 1.210, H11 1.211
6 H -2.056 -2.221 -1.049  C1 1.064
7 H -0.494 -2.868 -0.211  C1 1.102
8 H 2.065 0.399 0.733  C4 1.115
9 H -0.537 1.593 -0.537  C5 1.162
10 H 1.124 2.588 -0.011  C5 1.210
11 H -0.184 2.050 1.284  C5 1.211

These are the Mulliken partial charges, in e, on atoms 1 to 5: -0.313 -0.274 -0.390 0.048 -0.710

# 3
# C3H6N2

C3H6N2 in the gas phase (ωB97M-V with the def2-TZVPD basis set, OMol25).

multiplicity	1
M	70.1	g mol⁻¹
E_LUMO	1.089	eV
SMILES	C=C=NNC
HOMO level	-8.740	eV
energy relative to the best compared isomer or geometry (same formula, charge and spin)	63.07	kcal per mole

Last columns: bonded neighbours and bond lengths (Å).
Element x y z (Å)
1 C -1.669 1.795 -0.183  C2 1.309, H6 1.085, H7 1.083
2 C -1.177 0.616 0.100  C1 1.309, N3 1.231
3 N -0.815 -0.529 0.373  C2 1.231, N4 1.441
4 N 0.539 -0.679 0.840  N3 1.441, C5 1.461, H8 1.016
5 C 1.412 -1.015 -0.283  N4 1.461, H9 1.100, H10 1.094, H11 1.094
6 H -2.122 2.392 0.601  C1 1.085
7 H -1.617 2.195 -1.188  C1 1.083
8 H 0.484 -1.505 1.429  N4 1.016
9 H 1.049 -1.866 -0.878  C5 1.100
10 H 2.398 -1.258 0.126  C5 1.094
11 H 1.518 -0.146 -0.938  C5 1.094

These are the Mulliken partial charges, in e, on atoms 1 to 5: -0.890 0.648 -0.392 -0.237 -0.722

# 4
# C3H6N2

2 unconnected molecules or ions with the total composition C3H6N2 at a distorted geometry (ωB97M-V with the def2-TZVPD basis set, OMol25).

multiplicity	1
M	70.1	g mol⁻¹
E_LUMO (spin up / spin down)	0.319 / 0.319	eV
HOMO level (spin up / spin down)	-7.876 / -7.875	eV
energy relative to the best compared isomer or geometry (same formula, charge and spin)	74.95	kcal per mole

Last columns: bonded neighbours and bond lengths (Å).
Element x y z (Å)
1 C 1.471 -0.500 0.218  N2 1.310, H6 1.080, H7 1.078
2 N 0.182 -0.498 0.452  C1 1.310, C3 1.349, H9 1.016
3 C -0.857 -0.266 -0.376  N2 1.349, C4 1.407, H11 1.080
4 C -2.154 -0.230 0.169  C3 1.407, N5 1.166
5 N -3.219 -0.190 0.641  C4 1.166
6 H 1.823 -0.513 -0.804  C1 1.080
7 H 2.149 -0.634 1.046  C1 1.078
8 H 1.061 1.810 -0.592  H10 0.763
9 H -0.083 -0.547 1.431  N2 1.016
10 H 0.315 1.851 -0.743  H8 0.763
11 H -0.689 -0.283 -1.443  C3 1.080

These are the Mulliken partial charges, in e, on atoms 1 to 5: -0.527 -0.109 -0.363 0.149 -0.428